A 2-piece molecular cluster, C3H9N4 overall in a non-equilibrium geometry, computed with the ωB97M-V functional and the def2-TZVPD basis.

Geometry (Å):
N (0.90995, -1.54353, 0.29888)
H (0.05434, 3.47735, -0.95218)
H (0.27563, 2.13446, 2.45999)
N (-0.31199, -1.33525, -0.13457)
H (1.91393, -3.15593, 1.09141)
N (-0.69545, 2.93694, -1.20153)
N (-0.55703, 0.71590, 0.84713)
C (-0.97339, -0.20912, 0.05956)
H (-1.06066, 3.47104, -1.92233)
C (1.46987, -2.83917, 0.20979)
H (0.78553, -3.62484, -0.18491)
H (-0.86064, -1.96924, -0.73860)
H (-1.42908, 2.85679, -0.47412)
H (2.32166, -2.54052, -0.46645)
C (-0.05237, 1.38791, 1.72091)
H (-1.79028, 0.23721, -0.61297)

Output
Gap between HOMO and LUMO (spin up / spin down) = 7.728 / 8.037 eV
LUMO level (spin up / spin down) = -5.172 / -4.751 eV
E_tot = -338.2990 a.u.
HOMO level (spin up / spin down) = -12.90 / -12.79 eV
Net charge = +1
F_max = 8.507 eV Å⁻¹
Energy above the lowest of the compared OMol25 structures with the same formula, charge and spin = 582.54 kJ/mol



A 3-piece molecular cluster, C4H16NO3 overall in a non-equilibrium geometry, computed with the ωB97M-V functional and the def2-TZVPD basis.

Geometry (Å):
H (1.66424, -0.25642, 1.10205)
H (-4.27439, -2.83508, 1.35970)
H (1.37705, -1.67732, 0.08881)
H (-2.18001, -0.50806, -0.38352)
H (-0.31438, 2.40743, -0.25544)
H (-0.44669, -0.08241, -1.98891)
H (-3.94485, -3.25543, 0.00243)
H (0.42014, 2.59786, -1.82445)
H (1.08356, 0.35710, -1.37617)
H (-1.21574, -1.86137, -0.16643)
N (-1.50039, -0.96246, 0.21608)
C (0.90495, -0.97291, 0.77931)
H (-1.24829, 2.22764, -1.70457)
O (0.30301, -1.54538, 1.92899)
C (0.01685, 0.50393, -1.18975)
H (-1.85674, -1.18565, 1.14671)
H (0.93104, -2.11100, 2.39998)
C (-0.29199, 1.99129, -1.26686)
H (5.05585, 2.71802, -0.85692)
O (-3.61006, -2.64359, 0.67740)
H (4.82984, 3.73768, 0.19864)
O (4.93820, 2.77995, 0.10144)
H (-0.42635, 0.70303, 0.82842)
C (-0.21483, -0.12687, 0.18306)

Output
Gap between HOMO and LUMO = 10.778 eV
LUMO level = -2.942 eV
E_tot = -442.2298 a.u.
HOMO level = -13.72 eV
Net charge = +1
F_max = 1.511 eV Å⁻¹
Energy above the lowest of the compared OMol25 structures with the same formula, charge and spin = 91.27 kJ/mol



A 2-piece molecular cluster, C5H8O overall in a non-equilibrium geometry, computed with the ωB97M-V functional and the def2-TZVPD basis.

Geometry (Å):
H (-2.34867, 0.04862, -1.59272)
H (0.41669, -1.64921, 1.81965)
H (-0.90210, 1.79836, -1.99271)
C (0.83726, -1.49244, 0.82060)
C (-0.92214, 1.09506, -1.16041)
H (1.91955, -1.36795, 0.91771)
C (0.26568, -0.29234, 0.18151)
H (1.32169, 1.44944, 0.88013)
H (0.62486, -2.36453, 0.20058)
O (-0.52026, 1.85226, -0.06356)
H (-0.56538, -1.03302, -1.67605)
H (-0.10322, 1.11129, 1.85427)
C (0.28667, 1.05645, 0.82656)
C (-0.31064, -0.21200, -1.01557)

Output
Gap between HOMO and LUMO (spin up / spin down) = 8.313 / 8.314 eV
LUMO level (spin up / spin down) = 0.461 / 0.461 eV
E_tot = -270.4041 a.u.
HOMO level (spin up / spin down) = -7.85 / -7.85 eV
F_max = 2.870 eV Å⁻¹
Energy above the lowest of the compared OMol25 structures with the same formula, charge and spin = 403.72 kJ/mol



An isolated ion of composition C8H18NO3Si and charge +1 in a non-equilibrium geometry, computed with the ωB97M-V functional and the def2-TZVPD basis.

Geometry (Å):
H (3.46299, 2.62296, -0.95100)
O (0.56070, 0.48463, 1.45751)
C (-3.00977, -0.29918, 0.07263)
C (-1.46829, -2.33838, 0.13329)
H (-1.69138, -2.60024, -0.93209)
H (-1.09289, -0.41289, 1.00130)
Si (1.08099, 0.22614, -0.07134)
H (-3.95484, 1.70926, -0.25023)
H (3.31367, -1.69280, -1.29143)
H (1.87988, 0.18625, 2.98505)
C (-0.55012, -0.09364, -0.82698)
H (1.70190, -2.13340, -1.89358)
C (2.45811, 2.57208, -0.77945)
C (1.27085, 0.99552, 2.57326)
H (2.11121, 3.16141, -1.62517)
C (-3.08434, 1.07080, -0.46577)
N (-1.49915, -0.74087, 0.11473)
H (2.09925, 3.07529, 0.04011)
H (2.31163, -3.01846, -0.39428)
H (-0.30618, -2.57373, 0.19790)
H (-3.44951, -0.37839, 1.07572)
H (0.54934, 1.46739, 3.23530)
H (-3.48915, -1.06805, -0.59356)
C (2.33159, -2.08305, -0.94125)
H (-1.96757, 2.58174, -1.47414)
H (1.98023, 1.77215, 2.11394)
H (-2.00031, -2.65604, 1.05768)
O (2.10477, 1.20997, -0.74250)
C (-2.04588, 1.66936, -0.99103)
H (-0.82183, -0.47514, -1.85876)
O (1.76095, -1.24892, 0.04340)

Output
Gap between HOMO and LUMO = 9.662 eV
LUMO level = -3.533 eV
E_tot = -885.2968 a.u.
HOMO level = -13.20 eV
Net charge = +1
F_max = 5.949 eV Å⁻¹
Energy above the lowest of the compared OMol25 structures with the same formula, charge and spin = 0.00 kJ/mol